1.
This record from the Open Molecules 2025 dataset describes a molecular structure, C21H23N7OPtSe at a distorted geometry. The level of theory is the ωB97M-V functional and the def2-TZVPD basis.

Results
- HOMO-LUMO gap (eV) = 6.46
- ΔE to the lowest compared entry with this formula, charge and spin (kcal/mol) = 0.0
- charge = 0
- lowest unoccupied orbital energy (eV) = 0.09

```
54
C21H23N7OPtSe (the ωB97M-V functional and the def2-TZVPD basis)
Pt -0.026 -0.532 -0.246
C -0.973 2.950 -0.128
N 0.346 2.511 0.192
C 1.420 2.665 -0.739
C 1.342 1.719 -1.910
N 0.809 0.529 -1.874
C 0.996 -0.031 -3.132
C 0.630 -1.280 -3.621
C 0.957 -1.563 -4.931
C 1.631 -0.633 -5.738
C 2.002 0.609 -5.260
C 1.671 0.886 -3.938
N 1.873 1.995 -3.130
C -2.010 1.869 -0.297
N -1.843 0.578 -0.355
C -3.104 0.021 -0.535
C -3.482 -1.312 -0.649
C -4.827 -1.570 -0.827
C -5.775 -0.536 -0.882
C -5.407 0.791 -0.761
C -4.051 1.042 -0.588
N -3.324 2.211 -0.432
H -0.942 3.529 -1.058
H -1.358 3.636 0.637
H 0.588 2.425 1.160
H 2.358 2.467 -0.218
H 1.489 3.693 -1.131
H 0.118 -1.982 -2.976
H 0.693 -2.525 -5.350
H 1.869 -0.897 -6.760
H 2.523 1.323 -5.884
H 2.338 2.849 -3.384
H -2.741 -2.095 -0.558
H -5.163 -2.595 -0.912
H -6.819 -0.785 -1.017
H -6.136 1.589 -0.799
H -3.693 3.143 -0.372
Se -0.382 -2.009 1.598
N 1.539 -1.723 -0.052
C 1.204 -2.499 0.891
N 1.932 -3.665 1.240
C 1.572 -4.834 0.443
C 2.584 -5.929 0.704
O 2.647 -6.253 2.083
C 2.995 -5.111 2.846
C 1.992 -3.989 2.653
H 1.580 -4.549 -0.608
H 0.559 -5.173 0.711
H 3.572 -5.604 0.352
H 2.305 -6.844 0.181
H 3.995 -4.762 2.561
H 3.014 -5.429 3.889
H 2.301 -3.103 3.208
H 1.005 -4.311 3.021
```

---

2.
This record from the Open Molecules 2025 dataset describes C21H23NO5 in the gas phase. The level of theory is the ωB97M-V functional and the def2-TZVPD basis.

Results
- HOMO-LUMO gap (eV) = 8.92
- ΔE to the lowest compared entry with this formula, charge and spin (kcal/mol) = 37.2
- SMILES string = COc1ccc([C@H]2OC(=O)C[C@@H]2C(=O)NCc2ccc(C)cc2)cc1OC
- charge = 0
- lowest unoccupied orbital energy (eV) = 0.58

```
50
C21H23NO5 (the ωB97M-V functional and the def2-TZVPD basis)
C -1.928 -5.418 -0.467
O -1.114 -4.363 -0.016
C -1.575 -3.092 -0.143
C -2.787 -2.729 -0.705
C -3.155 -1.395 -0.793
C -2.328 -0.399 -0.309
C -2.780 1.040 -0.455
O -4.177 1.119 -0.166
C -4.492 2.205 0.554
O -5.613 2.457 0.881
C -3.242 3.011 0.850
C -2.098 2.077 0.460
C -0.928 2.830 -0.177
O -0.700 3.992 0.076
N -0.181 2.096 -1.028
C 1.080 2.575 -1.569
C 2.223 1.841 -0.918
C 2.584 2.147 0.389
C 3.589 1.440 1.022
C 4.256 0.410 0.369
C 5.357 -0.344 1.050
C 3.891 0.107 -0.936
C 2.883 0.810 -1.572
C -1.108 -0.754 0.269
C -0.720 -2.081 0.351
O 0.451 -2.515 0.886
C 1.347 -1.569 1.415
H -2.883 -5.446 0.068
H -1.370 -6.328 -0.256
H -2.116 -5.350 -1.544
H -3.461 -3.480 -1.084
H -4.104 -1.129 -1.230
H -2.668 1.341 -1.511
H -3.223 3.323 1.892
H -3.242 3.914 0.236
H -1.717 1.580 1.358
H -0.378 1.116 -1.157
H 1.126 3.644 -1.348
H 1.086 2.424 -2.652
H 2.071 2.945 0.906
H 3.861 1.690 2.037
H 5.405 -1.369 0.691
H 6.316 0.131 0.840
H 5.214 -0.351 2.128
H 4.397 -0.691 -1.460
H 2.610 0.557 -2.587
H -0.451 0.001 0.670
H 1.696 -0.865 0.653
H 2.195 -2.144 1.783
H 0.904 -1.013 2.248
```

---

3.
This record from the Open Molecules 2025 dataset describes a molecular structure, C21H24AlF17N2O6SV at a distorted geometry. The level of theory is the ωB97M-V functional and the def2-TZVPD basis.

Results
- HOMO-LUMO gap (eV) = 7.29
- charge = -1
- lowest unoccupied orbital energy (eV) = 0.68

```
73
C21H24AlF17N2O6SV (the ωB97M-V functional and the def2-TZVPD basis)
C -3.236 2.217 -2.497
C -2.015 2.366 -3.055
C -0.814 1.537 -2.647
N -0.767 0.167 -3.311
C 0.575 -0.278 -3.768
C 1.690 0.007 -2.773
C 1.754 -1.037 -1.626
C 3.206 -1.280 -1.200
C 3.377 -1.751 0.226
F 4.666 -2.188 0.349
F 2.593 -2.823 0.475
C 3.188 -0.607 1.303
F 4.326 -0.486 2.004
F 3.013 0.567 0.634
C 2.001 -0.811 2.287
F 2.285 -1.885 3.027
F 0.905 -1.021 1.532
C 1.739 0.492 3.133
F 1.043 1.316 2.326
F 2.884 1.115 3.415
S 0.747 0.263 4.759
F 1.437 1.540 5.361
F -0.429 1.184 4.231
F 0.028 -1.003 4.099
F 1.950 -0.636 5.283
F -0.024 0.012 6.076
C 1.655 1.460 -2.213
C 3.002 2.168 -2.347
C 0.498 2.309 -2.787
C 0.763 2.887 -4.188
N 1.331 4.239 -4.162
H -3.782 3.086 -2.136
H -3.752 1.262 -2.413
H -1.877 3.142 -3.804
H -0.967 1.339 -1.586
H -1.406 0.175 -4.102
H -1.141 -0.530 -2.610
H 0.787 0.244 -4.703
H 0.542 -1.340 -4.018
H 2.613 -0.088 -3.359
H 1.308 -1.960 -1.995
H 1.125 -0.656 -0.824
H 3.589 -2.112 -1.799
H 3.872 -0.443 -1.398
H 1.441 1.385 -1.142
H 3.775 1.638 -1.793
H 2.934 3.159 -1.889
H 3.297 2.301 -3.390
H 0.385 3.163 -2.108
H -0.152 2.897 -4.790
H 1.448 2.220 -4.723
H 1.576 4.515 -3.220
H 2.195 4.282 -4.688
F 0.114 0.196 9.954
Al 0.054 1.729 9.263
F 1.410 1.951 8.285
F 0.039 2.897 10.475
F -1.334 1.871 8.322
C -4.166 -3.524 -1.154
C -2.938 -2.861 -1.645
C -2.336 -1.755 -0.770
O -1.233 -1.263 -1.177
C -3.022 -1.375 0.350
C -4.237 -2.003 0.815
C -4.746 -3.171 -0.020
O -5.881 -3.858 0.391
O -4.883 -1.676 1.796
O -2.408 -3.174 -2.692
H -4.610 -4.324 -1.737
H -2.617 -0.548 0.920
O -6.509 -6.754 3.839
V -6.073 -5.595 2.770
O -5.624 -4.381 1.592
```

---

4.
This record from the Open Molecules 2025 dataset describes C21H24BCl3N2OS in the gas phase at a distorted geometry. The level of theory is the ωB97M-V functional and the def2-TZVPD basis.

Results
- HOMO-LUMO gap (eV) = 8.60
- ΔE to the lowest compared entry with this formula, charge and spin (kcal/mol) = 32.9
- charge = 0
- lowest unoccupied orbital energy (eV) = -0.07

```
53
C21H24BCl3N2OS (the ωB97M-V functional and the def2-TZVPD basis)
Cl 3.613 1.108 3.237
B 1.785 0.885 3.394
Cl 1.260 -0.774 4.032
Cl 1.022 2.344 4.224
O 1.282 0.809 1.856
C 0.764 -0.200 1.132
C 1.887 -1.362 1.053
C 1.482 -2.709 1.176
C 2.423 -3.758 1.157
C 3.792 -3.420 1.113
C 4.209 -2.075 1.185
C 3.223 -1.081 1.111
H -0.102 -0.813 1.543
H 0.428 -2.957 1.329
H 2.108 -4.786 1.218
H 4.557 -4.233 1.100
H 5.263 -1.838 1.329
H 3.559 -0.019 1.221
C -2.996 2.809 1.634
C -1.650 2.041 1.608
C -0.533 3.077 1.490
C -1.657 1.220 2.893
C -1.545 1.038 0.425
C -1.938 1.809 -0.789
C -2.050 0.941 -2.004
N -0.948 0.017 -2.078
C -0.692 -0.771 -3.215
C 0.417 -1.589 -3.025
C 0.859 -2.384 -4.081
C 0.165 -2.277 -5.308
C -0.926 -1.402 -5.473
C -1.366 -0.608 -4.403
S 1.104 -1.341 -1.441
C -0.120 -0.191 -1.085
N -0.128 0.400 0.120
H -3.852 2.130 1.599
H -3.052 3.379 2.564
H -3.099 3.538 0.829
H 0.435 2.584 1.320
H -0.765 3.779 0.676
H -0.441 3.650 2.422
H -0.725 0.642 3.059
H -1.781 1.903 3.758
H -2.545 0.548 2.846
H -2.249 0.199 0.606
H -2.908 2.298 -0.587
H -1.186 2.594 -0.960
H -2.982 0.355 -1.925
H -1.970 1.563 -2.905
H 1.719 -3.043 -3.934
H 0.475 -2.871 -6.154
H -1.456 -1.300 -6.419
H -2.167 0.144 -4.473
```

---

5.
This record from the Open Molecules 2025 dataset describes a molecular structure, C21H24Br2O3Sn. The level of theory is the ωB97M-V functional and the def2-TZVPD basis.

Results
- HOMO-LUMO gap (eV) = 8.03
- ΔE to the lowest compared entry with this formula, charge and spin (kcal/mol) = 0.0
- charge = 0
- lowest unoccupied orbital energy (eV) = -0.01

```
51
C21H24Br2O3Sn (the ωB97M-V functional and the def2-TZVPD basis)
Sn 3.364 0.269 -2.056
C -4.534 -0.904 -0.235
C -3.748 0.258 -0.847
C -4.374 0.591 -2.211
C -3.876 1.471 0.086
C -2.271 -0.086 -1.045
C -1.419 0.849 -1.613
C -0.102 0.504 -1.810
Br 1.084 1.839 -2.541
C 0.475 -0.733 -1.509
O 1.736 -1.011 -1.797
C -0.387 -1.670 -0.892
C -1.717 -1.315 -0.685
C 0.158 -3.022 -0.420
C 1.228 -2.773 0.657
C -0.933 -3.897 0.203
C 0.757 -3.810 -1.596
H -5.583 -0.617 -0.142
H -4.165 -1.154 0.763
H -4.484 -1.796 -0.863
H -5.437 0.820 -2.095
H -4.277 -0.259 -2.890
H -3.890 1.451 -2.675
H -4.929 1.723 0.233
H -3.370 2.347 -0.323
H -3.435 1.250 1.060
H -1.767 1.834 -1.899
H -2.361 -2.039 -0.211
H 0.787 -2.260 1.515
H 2.040 -2.157 0.276
H 1.645 -3.723 1.002
H -1.363 -3.440 1.097
H -0.490 -4.849 0.499
H -1.736 -4.110 -0.508
H 1.604 -3.290 -2.035
H 0.004 -3.963 -2.373
H 1.093 -4.790 -1.249
Br 2.069 0.731 2.865
C 3.219 2.214 2.607
C 3.478 2.974 3.740
C 4.275 4.103 3.660
C 4.812 4.489 2.442
C 4.552 3.732 1.316
C 3.764 2.581 1.373
C 3.589 1.841 0.083
O 3.904 2.399 -0.997
O 3.107 0.658 0.079
H 3.047 2.670 4.684
H 4.468 4.682 4.555
H 5.428 5.376 2.370
H 4.960 4.012 0.354
```

---

6.
This record from the Open Molecules 2025 dataset describes a molecular structure, C21H24ClNO3 at a distorted geometry. The level of theory is the ωB97M-V functional and the def2-TZVPD basis.

Results
- HOMO-LUMO gap (eV) = 7.80
- ΔE to the lowest compared entry with this formula, charge and spin (kcal/mol) = 387.1
- charge = 0
- lowest unoccupied orbital energy (eV) = 0.01

```
50
C21H24ClNO3 (the ωB97M-V functional and the def2-TZVPD basis)
C 0.715 1.951 1.519
C 1.193 2.779 0.215
H 1.517 3.879 0.507
H 0.262 2.834 -0.510
O 2.116 2.001 -0.683
C 3.267 2.162 0.033
O 3.501 2.734 1.151
C 4.340 1.512 -0.952
C 3.762 0.738 -2.119
C 3.002 -0.522 -1.593
N 3.638 -1.135 -0.651
C 4.020 -0.509 0.407
C 5.102 0.333 -0.004
H 5.445 1.131 1.036
H 5.929 0.070 -0.535
H 4.572 -1.336 1.297
H 3.309 -0.334 1.116
C 2.944 -2.620 -0.281
C 1.740 -2.240 0.224
C 0.466 -2.176 -0.377
C -0.781 -1.933 -0.009
C -0.953 -1.664 1.614
C 0.294 -1.775 2.295
C 1.461 -2.129 1.838
H 2.395 -2.117 2.049
H 0.306 -1.744 3.299
H -1.782 -1.733 1.908
O -1.785 -1.743 -0.790
C -2.952 -1.105 -0.406
C -2.695 0.158 0.116
C -3.820 1.127 0.150
C -5.110 0.552 -0.338
C -5.200 -0.634 -0.769
C -4.152 -1.621 -0.963
H -4.258 -2.536 -1.385
H -6.163 -0.802 -1.077
Cl -6.429 1.609 -0.183
H -3.721 2.017 0.903
H -1.772 0.589 0.367
H 0.426 -2.237 -1.468
H 2.933 -3.185 -1.144
H 3.483 -3.088 0.532
H 2.604 -1.113 -2.434
H 1.980 -0.245 -1.108
H 3.112 1.423 -2.736
H 4.821 0.278 -2.613
H 5.160 2.137 -1.132
H 0.600 0.774 1.178
H -0.194 2.457 1.803
H 1.349 2.022 2.203
```

---

7.
This record from the Open Molecules 2025 dataset describes a molecular structure, C21H24CoFN3O8 at a distorted geometry. The level of theory is the ωB97M-V functional and the def2-TZVPD basis.

Results
- HOMO-LUMO gap (alpha / beta) (eV) = 6.46 / 6.54
- multiplicity = 4
- ΔE to the lowest compared entry with this formula, charge and spin (kcal/mol) = 0.0
- charge = -2
- lowest unoccupied orbital energy (alpha / beta) (eV) = 4.47 / 4.47

```
58
C21H24CoFN3O8 (the ωB97M-V functional and the def2-TZVPD basis)
Co -9.282 -10.132 -7.311
F -7.707 -14.583 -3.589
C -7.930 -14.923 -4.890
C -8.933 -14.363 -5.593
N -9.206 -14.785 -6.867
C -10.464 -14.342 -7.460
C -10.431 -12.873 -7.903
O -11.249 -12.535 -8.746
O -9.629 -12.159 -7.234
C -8.440 -15.771 -7.524
O -8.626 -16.165 -8.637
N -7.422 -16.288 -6.748
C -7.098 -15.965 -5.431
O -6.195 -16.512 -4.832
H -9.587 -13.587 -5.213
H -11.250 -14.460 -6.713
H -10.735 -14.977 -8.327
H -6.798 -16.945 -7.215
C -7.595 -7.911 -4.152
C -8.003 -8.359 -5.550
O -8.056 -7.497 -6.429
O -8.285 -9.602 -5.706
H -6.590 -7.490 -4.196
H -7.623 -8.709 -3.393
H -8.308 -7.111 -3.858
O -6.828 -10.002 -10.865
C -7.501 -9.927 -9.883
N -8.196 -9.819 -8.951
C -10.387 -6.725 -8.426
C -11.900 -6.907 -8.211
C -12.472 -7.809 -9.284
C -12.253 -7.376 -6.807
C -13.000 -6.549 -6.006
C -13.478 -6.942 -4.736
C -13.235 -8.245 -4.330
C -12.514 -9.135 -5.128
C -12.334 -10.604 -4.651
C -12.782 -11.634 -5.707
C -10.917 -10.988 -4.229
C -11.950 -8.713 -6.369
O -11.257 -9.515 -7.146
H -10.250 -6.346 -9.431
H -9.859 -7.633 -8.352
H -10.034 -6.019 -7.692
H -12.433 -5.928 -8.334
H -12.084 -8.804 -9.140
H -12.102 -7.447 -10.229
H -13.555 -7.799 -9.246
H -13.217 -5.530 -6.438
H -14.095 -6.254 -4.151
H -13.631 -8.636 -3.380
H -12.985 -10.739 -3.743
H -12.142 -11.572 -6.587
H -13.778 -11.457 -6.071
H -12.783 -12.631 -5.325
H -10.210 -10.920 -5.075
H -10.913 -12.005 -3.831
H -10.616 -10.280 -3.435
```

---

8.
This record from the Open Molecules 2025 dataset describes C21H24FN3O3S in the gas phase at a distorted geometry. The level of theory is the ωB97M-V functional and the def2-TZVPD basis.

Results
- HOMO-LUMO gap (eV) = 8.49
- ΔE to the lowest compared entry with this formula, charge and spin (kcal/mol) = 49.2
- SMILES string = O=C(c1ccc(N2CCCCS2(=O)=O)cc1)N1CCN(c2ccccc2F)CC1
- charge = 0
- lowest unoccupied orbital energy (eV) = 0.61

```
53
C21H24FN3O3S (the ωB97M-V functional and the def2-TZVPD basis)
O 2.057 1.159 2.243
C 1.647 1.524 1.159
C 0.271 1.178 0.687
C -0.046 -0.156 0.479
C -1.320 -0.528 0.091
C -2.316 0.433 -0.092
N -3.602 0.102 -0.520
C -3.911 -1.218 -1.033
C -4.282 -2.219 0.066
C -5.554 -1.791 0.795
C -5.367 -0.441 1.458
S -4.996 0.764 0.150
O -4.729 2.039 0.735
O -6.016 0.688 -0.852
C -1.991 1.775 0.115
C -0.720 2.138 0.512
N 2.396 2.286 0.312
C 2.084 2.452 -1.087
C 2.634 1.232 -1.870
N 3.745 0.639 -1.148
C 3.597 -0.609 -0.566
C 2.842 -1.594 -1.224
C 2.648 -2.855 -0.699
C 3.219 -3.212 0.509
C 4.015 -2.288 1.159
C 4.202 -1.028 0.628
F 5.028 -0.213 1.334
C 4.577 1.671 -0.566
C 3.820 2.406 0.565
H 0.712 -0.913 0.624
H -1.521 -1.575 -0.067
H -3.065 -1.575 -1.624
H -4.766 -1.082 -1.699
H -4.435 -3.198 -0.391
H -3.466 -2.304 0.786
H -6.373 -1.706 0.078
H -5.827 -2.541 1.541
H -4.522 -0.410 2.141
H -6.265 -0.093 1.960
H -2.750 2.525 -0.020
H -0.495 3.180 0.690
H 1.009 2.538 -1.235
H 2.557 3.380 -1.422
H 2.971 1.544 -2.866
H 1.833 0.504 -1.982
H 2.411 -1.370 -2.187
H 2.048 -3.566 -1.248
H 3.063 -4.192 0.931
H 4.501 -2.521 2.093
H 4.818 2.369 -1.375
H 5.512 1.254 -0.202
H 4.016 1.953 1.537
H 4.103 3.463 0.597
```

---

Question: The lowest charge belongs to which entry?
Answer: C21H24CoFN3O8

---

What did the eighth record say?
This record from the Open Molecules 2025 dataset describes C21H24FN3O3S in the gas phase at a distorted geometry. The level of theory is the ωB97M-V functional and the def2-TZVPD basis.

Results
- HOMO-LUMO gap (eV) = 8.49
- ΔE to the lowest compared entry with this formula, charge and spin (kcal/mol) = 49.2
- SMILES string = O=C(c1ccc(N2CCCCS2(=O)=O)cc1)N1CCN(c2ccccc2F)CC1
- charge = 0
- lowest unoccupied orbital energy (eV) = 0.61

```
53
C21H24FN3O3S (the ωB97M-V functional and the def2-TZVPD basis)
O 2.057 1.159 2.243
C 1.647 1.524 1.159
C 0.271 1.178 0.687
C -0.046 -0.156 0.479
C -1.320 -0.528 0.091
C -2.316 0.433 -0.092
N -3.602 0.102 -0.520
C -3.911 -1.218 -1.033
C -4.282 -2.219 0.066
C -5.554 -1.791 0.795
C -5.367 -0.441 1.458
S -4.996 0.764 0.150
O -4.729 2.039 0.735
O -6.016 0.688 -0.852
C -1.991 1.775 0.115
C -0.720 2.138 0.512
N 2.396 2.286 0.312
C 2.084 2.452 -1.087
C 2.634 1.232 -1.870
N 3.745 0.639 -1.148
C 3.597 -0.609 -0.566
C 2.842 -1.594 -1.224
C 2.648 -2.855 -0.699
C 3.219 -3.212 0.509
C 4.015 -2.288 1.159
C 4.202 -1.028 0.628
F 5.028 -0.213 1.334
C 4.577 1.671 -0.566
C 3.820 2.406 0.565
H 0.712 -0.913 0.624
H -1.521 -1.575 -0.067
H -3.065 -1.575 -1.624
H -4.766 -1.082 -1.699
H -4.435 -3.198 -0.391
H -3.466 -2.304 0.786
H -6.373 -1.706 0.078
H -5.827 -2.541 1.541
H -4.522 -0.410 2.141
H -6.265 -0.093 1.960
H -2.750 2.525 -0.020
H -0.495 3.180 0.690
H 1.009 2.538 -1.235
H 2.557 3.380 -1.422
H 2.971 1.544 -2.866
H 1.833 0.504 -1.982
H 2.411 -1.370 -2.187
H 2.048 -3.566 -1.248
H 3.063 -4.192 0.931
H 4.501 -2.521 2.093
H 4.818 2.369 -1.375
H 5.512 1.254 -0.202
H 4.016 1.953 1.537
H 4.103 3.463 0.597
```

---

Question: charge of number 4 (C21H24BCl3N2OS)?
Answer: 0

---

Question: Which value of charge does entry 1 give?
Answer: 0